C38H64F18O24P2S | ωB97M-V with the def2-TZVPD basis set

The geometry in ORCA input format:
```
! wB97M-V def2-TZVPD RIJCOSX def2/J DEFGRID3
* xyz -1 2
C -1.359 -10.128 10.292
C -0.066 -9.862 11.001
O 0.672 -8.790 10.610
C 0.217 -7.492 10.792
O -0.849 -7.171 11.406
C 0.941 -6.409 9.998
F 1.817 -5.809 10.823
F 1.592 -6.891 8.935
F 0.070 -5.513 9.565
H -1.776 -11.064 10.663
H -1.198 -10.218 9.218
H -2.083 -9.326 10.436
H 0.612 -10.696 10.817
H -0.302 -9.913 12.064
C 0.364 -7.493 14.633
C 0.746 -7.291 16.131
O -0.015 -6.309 16.799
C -1.190 -6.561 17.341
O -1.851 -7.630 17.230
C -1.743 -5.475 18.209
F -2.692 -4.913 17.461
F -2.289 -5.881 19.317
F -0.823 -4.563 18.443
H 0.961 -8.231 14.097
H 0.407 -6.566 14.062
H -0.653 -7.880 14.570
H 1.824 -7.190 16.251
H 0.459 -8.147 16.742
C -2.849 -6.742 4.977
C -1.945 -6.041 5.874
O -2.532 -5.688 7.135
C -2.790 -6.596 8.059
O -2.505 -7.807 8.034
C -3.343 -5.842 9.344
F -3.888 -6.767 10.131
F -2.440 -5.184 10.007
F -4.349 -5.030 9.038
H -3.910 -6.655 5.212
H -2.698 -7.822 4.975
H -2.718 -6.398 3.951
H -1.624 -5.090 5.450
H -1.031 -6.600 6.076
C -3.691 -13.189 8.738
C -2.225 -13.431 8.367
O -1.769 -12.463 7.516
C -0.569 -12.562 6.938
O 0.211 -13.529 7.065
C -0.075 -11.298 6.178
F 0.334 -11.629 4.999
F -1.060 -10.373 6.005
F 0.954 -10.788 6.792
H -3.740 -12.449 9.536
H -4.215 -14.098 9.035
H -4.200 -12.710 7.901
H -2.099 -14.402 7.888
H -1.754 -13.524 9.346
C 4.789 -12.806 14.034
C 4.395 -11.855 12.875
O 4.367 -10.496 13.306
C 3.956 -9.529 12.451
O 3.529 -9.805 11.340
C 4.205 -8.165 12.998
F 4.509 -8.176 14.312
F 5.284 -7.687 12.380
F 3.184 -7.389 12.883
H 4.647 -13.863 13.809
H 4.297 -12.596 14.983
H 5.848 -12.669 14.250
H 3.400 -12.176 12.568
H 4.989 -12.029 11.978
C -4.580 0.806 7.997
C -3.732 -0.140 7.244
O -2.620 -0.437 8.046
C -2.312 -1.704 8.503
O -2.855 -2.719 8.113
C -1.062 -1.757 9.494
F -0.285 -0.750 9.286
F -1.424 -1.726 10.796
F -0.273 -2.830 9.343
H -5.520 0.897 7.454
H -4.107 1.788 7.971
H -4.704 0.407 9.004
H -3.462 0.325 6.296
H -4.298 -1.048 7.035
C -0.262 -14.613 11.941
C -1.612 -14.240 12.476
O -2.572 -14.980 11.951
S -2.078 -16.454 11.507
O -2.806 -16.945 10.310
O -1.998 -17.283 12.708
O -0.592 -15.760 11.097
H 0.407 -14.807 12.780
H 0.231 -13.876 11.307
H -1.898 -13.220 12.218
H -1.723 -14.410 13.547
C -2.641 -11.740 17.054
C -1.183 -11.247 16.846
O -0.769 -11.243 15.467
P 0.498 -12.131 14.928
O 0.790 -11.761 13.526
O 0.083 -13.674 15.328
C 0.107 -14.238 16.584
C 0.729 -15.648 16.431
O 1.650 -11.784 16.021
C 2.213 -10.496 16.035
C 3.549 -10.556 16.742
H -3.427 -11.062 16.721
H -2.766 -12.740 16.639
H -2.919 -11.809 18.105
H -1.193 -10.230 17.238
H -0.420 -11.763 17.429
H 0.688 -13.612 17.261
H -0.959 -14.209 16.806
H 0.191 -16.351 15.795
H 1.789 -15.696 16.184
H 0.699 -16.085 17.429
H 2.497 -10.209 15.023
H 1.474 -9.822 16.469
H 3.669 -11.545 17.183
H 4.390 -10.405 16.065
H 3.667 -9.805 17.523
C 4.253 -11.506 8.330
C 4.144 -10.020 7.826
O 5.444 -9.436 7.566
P 5.634 -8.185 6.503
O 7.042 -7.809 6.267
O 4.800 -8.728 5.179
C 4.997 -8.251 3.905
C 4.927 -9.415 2.831
O 4.738 -7.027 7.092
C 5.303 -6.191 8.023
C 5.058 -6.830 9.436
H 3.336 -11.952 8.715
H 4.843 -12.122 7.650
H 4.849 -11.627 9.234
H 3.452 -9.996 6.985
H 3.733 -9.425 8.642
H 4.223 -7.490 3.806
H 5.986 -7.803 3.807
H 4.077 -10.030 3.128
H 4.735 -9.020 1.833
H 5.808 -10.052 2.910
H 6.373 -6.143 7.823
H 4.963 -5.156 8.017
H 5.549 -6.311 10.260
H 4.020 -6.765 9.762
H 5.292 -7.894 9.422
*
```

* frontier orbital gap (spin up / spin down): 2.11 / 6.84 eV

C38H64N8O6 | ωB97M-V with the def2-TZVPD basis set

The geometry in ORCA input format:
```
! wB97M-V def2-TZVPD RIJCOSX def2/J DEFGRID3
* xyz 0 1
C 16.908 9.788 14.547
C 17.082 10.580 15.871
C 15.672 10.701 16.557
C 14.652 9.711 16.119
N 13.917 8.919 15.763
H 16.129 10.280 13.900
H 16.529 8.750 14.728
H 17.840 9.795 13.960
H 17.314 11.596 15.727
H 17.794 10.111 16.537
H 15.243 11.678 16.410
H 15.811 10.575 17.613
C 14.438 16.456 19.283
C 13.062 16.783 18.720
C 12.097 15.549 18.649
C 12.657 14.308 18.047
N 13.133 13.379 17.603
H 14.382 16.186 20.312
H 15.049 17.371 19.252
H 14.921 15.641 18.651
H 13.150 17.156 17.690
H 12.555 17.469 19.452
H 11.227 15.844 18.053
H 11.764 15.330 19.665
C 9.766 9.212 13.296
C 11.170 9.578 12.768
C 12.023 10.412 13.624
C 11.513 11.748 13.833
N 11.103 12.834 13.938
H 9.826 8.844 14.296
H 9.375 8.558 12.599
H 9.081 10.080 13.427
H 11.047 10.131 11.829
H 11.693 8.627 12.466
H 13.014 10.467 13.150
H 12.114 9.952 14.660
C 10.600 16.216 15.100
C 9.058 16.262 14.966
C 8.446 14.886 15.174
C 8.715 14.296 16.500
N 9.034 13.918 17.527
H 11.047 15.710 14.238
H 10.883 15.645 15.964
H 11.055 17.180 15.216
H 8.788 16.524 13.943
H 8.739 17.097 15.598
H 8.672 14.225 14.323
H 7.279 14.891 15.159
C 16.269 8.387 11.242
C 14.865 8.953 11.321
C 14.047 9.089 10.004
C 14.747 9.854 8.955
N 15.304 10.312 8.052
H 16.924 8.835 10.457
H 16.156 7.344 11.015
H 16.793 8.472 12.235
H 14.831 9.888 11.842
H 14.188 8.345 11.930
H 13.089 9.614 10.160
H 13.724 8.099 9.610
C 19.241 16.797 14.977
C 20.100 16.336 13.801
C 19.388 15.277 12.874
C 18.904 14.002 13.431
N 18.613 13.059 14.001
H 19.674 17.629 15.464
H 18.975 15.954 15.625
H 18.256 17.072 14.518
H 21.126 15.988 14.062
H 20.257 17.189 13.118
H 19.946 14.949 11.967
H 18.562 15.855 12.447
C 8.153 13.207 9.221
C 9.394 14.050 8.939
C 10.347 14.295 10.157
C 11.191 13.168 10.498
N 11.844 12.265 10.691
H 7.555 13.079 8.312
H 7.472 13.778 9.878
H 8.312 12.198 9.609
H 9.049 14.950 8.447
H 10.006 13.584 8.176
H 9.715 14.396 11.067
H 10.998 15.137 9.892
C 17.253 19.025 11.327
C 16.020 18.895 10.474
C 14.669 18.601 11.166
C 14.126 19.624 12.038
N 13.793 20.321 12.861
H 17.397 18.210 12.061
H 17.153 19.980 11.901
H 18.126 19.152 10.676
H 16.132 18.024 9.870
H 15.930 19.802 9.922
H 14.893 17.671 11.734
H 13.908 18.293 10.322
C 14.859 13.427 13.701
C 13.952 14.639 13.632
O 14.940 15.698 13.367
C 15.854 15.149 12.576
O 16.574 15.836 11.861
O 15.840 13.819 12.700
H 14.326 12.497 13.391
H 15.371 13.376 14.636
H 13.291 14.838 14.392
H 13.299 14.673 12.750
C 14.852 13.744 9.253
C 15.882 14.681 8.791
O 15.100 15.866 8.650
C 13.986 15.801 9.408
O 13.155 16.666 9.522
O 13.862 14.560 9.864
H 15.197 13.012 9.995
H 14.300 13.144 8.498
H 16.358 14.601 7.760
H 16.730 14.822 9.554
*
```

* frontier orbital gap: 11.08 eV
* energy above the lowest of the compared OMol25 structures with the same formula, charge and spin: 212.9 kJ/mol
* SMILES string: O=C1OCCO1.O=C1OCCO1.CCCC#N.CCCC#N.CCCC#N.CCCC#N.CCCC#N.CCCC#N.CCCC#N.CCCC#N

| no. | E_tot (Eh) |
| --- | --- |
| 1 | -6170.70416 |
| 2 | -2375.72659 |